Formula: C29H38N2NdOP2Si
Source: OMol25
Level of theory: ωB97M-V with the def2-TZVPD basis set

Calculated values
LUMO level (alpha / beta): -4.39 / -4.37 eV
HOMO energy (alpha / beta): -10.070 / -10.070 eV
relative energy (zero: lowest compared OMol25 entry of this formula, charge and spin): 2.802 eV
spin multiplicity: 4
frontier orbital gap (alpha / beta): 5.68 / 5.70 eV
net charge: +1

Structure (XYZ):
```
74
Properties=species:S:1:pos:R:3:forces:R:3:mulliken_charge:R:1
C 3.176171 0.071919 -3.070879 -0.43 2.13 0.68 -0.427
C 2.271286 1.059790 -2.645404 0.66 -0.79 -0.70 -0.066
C 0.876097 0.807753 -2.896478 -0.58 -1.11 0.03 0.279
C 0.352443 -0.526316 -3.038865 0.70 0.29 0.43 0.985
C 1.362566 -1.544751 -3.032998 0.12 -0.88 -1.25 -0.871
C 2.699971 -1.224624 -3.295967 -1.42 -0.80 0.17 -0.617
C -1.060534 -0.708141 -2.979707 0.96 0.36 2.35 -0.759
C -1.883297 0.404074 -2.726555 -0.26 1.06 0.66 0.842
C -1.244443 1.702141 -2.564007 -0.53 -1.92 -0.42 0.265
C -1.945397 2.816450 -1.987135 0.11 0.96 0.06 -0.080
C -3.320191 2.814941 -1.955764 0.71 -0.67 -0.13 -0.474
C -3.999964 1.568398 -2.193727 1.00 -0.93 -0.30 -0.573
C -3.294847 0.378757 -2.398074 -0.01 1.46 -0.66 -1.027
H 4.246913 0.319370 -3.154038 -0.54 -0.34 0.30 0.396
H 1.033210 -2.602133 -2.987977 0.34 0.71 -0.26 0.393
H 3.401860 -1.983949 -3.626771 -0.15 -0.10 0.38 0.416
H -1.369819 -1.647413 -2.490076 -0.29 -0.09 -1.38 0.203
H -3.891368 3.702719 -1.686417 0.16 -0.24 0.16 0.446
H -5.081334 1.571845 -2.188733 -0.02 -0.20 0.24 0.424
H -3.796245 -0.561788 -2.463583 -0.46 -0.40 -0.07 0.602
N 0.048677 1.811618 -2.731551 0.51 1.60 1.00 -0.391
Nd -0.258546 0.014890 1.926868 -0.63 -2.23 -0.30 0.866
C 2.546023 2.234181 -1.735558 -0.09 -0.60 -0.22 -1.211
H 1.825934 3.011753 -1.953535 0.08 0.31 -0.13 0.194
H 3.570003 2.649608 -1.785621 -0.38 -0.45 0.23 0.670
C -1.007095 3.784687 -1.252269 -0.63 -1.23 -0.25 -1.271
H -0.050278 3.767118 -1.765926 -0.05 0.30 -0.05 0.265
H -1.375279 4.810162 -1.152053 -0.10 -0.23 0.32 0.678
P 2.086813 1.675786 0.050546 1.51 -0.31 -0.22 1.062
P -0.658788 2.932380 0.432281 -1.32 0.92 -0.31 1.128
C -2.337733 3.078449 1.159569 -0.11 0.78 -0.08 -1.470
H -2.324114 2.701418 2.187302 -0.18 0.11 0.05 0.476
H -2.597937 4.153598 1.158461 -0.28 -0.53 0.22 0.394
H -3.072572 2.530147 0.566234 0.08 -0.05 0.15 0.295
C 0.098039 4.409489 1.221294 0.08 -0.16 0.34 -1.457
H -0.716156 5.112802 1.451044 0.47 -0.04 -0.01 0.479
H 0.598090 4.088910 2.147810 -0.05 0.51 -0.25 0.264
H 0.819572 4.882573 0.539920 -0.14 -0.15 0.32 0.387
C 3.089038 0.139536 0.214409 0.37 0.29 -0.47 -1.451
H 4.120777 0.394807 -0.086235 -0.26 -0.40 0.17 0.479
H 3.087910 -0.227612 1.245922 0.05 0.03 -0.05 0.425
H 2.706003 -0.643422 -0.446314 0.02 0.02 0.17 0.200
C 3.254622 2.826893 0.886760 -0.13 -0.13 0.27 -1.500
H 3.130353 2.724320 1.978560 0.37 0.27 -0.46 0.308
H 4.271180 2.543424 0.581244 -0.17 0.30 0.25 0.478
H 3.038737 3.857717 0.581013 0.13 -0.18 0.20 0.394
C 1.084118 1.652010 3.161468 2.74 3.71 4.72 0.286
O 1.528244 2.335729 3.992780 -1.77 -2.70 -3.62 -0.178
H -0.079716 0.282004 0.232683 -0.25 -0.14 -2.85 -0.073
C -3.144100 -2.907120 0.270600 -0.61 0.06 0.13 -0.754
Si -2.166274 -2.707264 1.831507 0.69 -0.92 -0.67 -0.094
C -2.796579 -1.176561 2.729999 -0.10 0.34 -0.11 -1.134
C -2.428271 -4.169767 2.934060 -0.35 -0.15 0.45 -1.033
N -0.555156 -2.360021 1.465356 0.15 2.25 1.14 0.244
C 0.611581 -3.067887 1.379300 0.31 -0.74 -0.55 0.315
C 1.661442 -2.805068 2.294272 -0.29 0.01 -0.52 -0.303
C 2.919468 -3.364615 2.094756 0.33 -0.54 -0.39 -0.785
C 3.139168 -4.228746 1.007170 -0.05 0.20 0.10 -0.581
C 2.083660 -4.562663 0.135581 -0.52 0.01 0.23 -0.505
C 0.801910 -4.035870 0.343652 0.57 0.33 0.42 -0.243
H -4.101124 -3.371384 0.537115 -0.03 0.04 -0.34 0.389
H -2.632046 -3.535112 -0.464482 -0.06 0.03 0.16 0.318
H -3.349701 -1.930736 -0.181962 0.00 -0.11 -0.08 0.035
H -3.664084 -1.515368 3.312850 0.15 0.43 -0.08 0.445
H -2.060905 -0.773749 3.455462 -0.51 -0.08 0.10 0.329
H -3.134642 -0.405753 2.011578 -0.03 0.01 0.39 0.211
H -2.284960 -5.144252 2.439262 -0.05 0.41 0.13 0.322
H -1.806655 -4.143836 3.844370 -0.22 -0.02 -0.31 0.304
H -3.490256 -4.081886 3.238521 0.39 -0.35 0.03 0.391
H 1.424815 -2.217330 3.195554 0.17 -0.18 -0.29 0.538
H 3.725585 -3.161858 2.807127 -0.26 -0.11 -0.30 0.411
H 4.121704 -4.684695 0.851776 -0.36 0.26 0.10 0.407
H 2.243597 -5.259973 -0.703853 0.00 0.36 0.60 0.406
H -0.077176 -4.342498 -0.253523 0.73 0.35 0.21 0.286
```
Positions in Å, forces in eV/Å.

Formula: C29H38N2O2OsP3
Source: OMol25
Level of theory: ωB97M-V with the def2-TZVPD basis set

Calculated values
LUMO level (alpha / beta): -9.69 / -12.88 eV
HOMO energy (alpha / beta): -16.639 / -16.628 eV
relative energy (zero: lowest compared OMol25 entry of this formula, charge and spin): 3.717 eV
spin multiplicity: 5
frontier orbital gap (alpha / beta): 6.95 / 3.75 eV
net charge: +3

Structure (XYZ):
```
75
Properties=species:S:1:pos:R:3:forces:R:3:mulliken_charge:R:1
Os 0.000000 0.000000 0.000000 -0.42 4.57 2.30 0.692
P -2.255700 0.427300 -0.391600 -0.50 -0.74 -0.56 0.697
C -2.120000 0.817200 -2.152100 0.77 1.35 0.05 -1.668
C -0.841100 1.346700 -2.642700 -2.23 -0.71 0.07 1.523
N 0.249300 1.067000 -1.889700 0.90 -0.52 0.08 -0.086
C 1.474500 1.460600 -2.318300 0.49 -0.39 0.61 0.731
C 1.645800 2.185000 -3.500300 -0.78 -0.13 0.02 -0.973
C 0.515100 2.492300 -4.264500 -0.08 -0.27 0.50 -0.377
C -0.746800 2.065600 -3.835800 0.74 0.10 -0.10 -1.069
C 2.650100 1.088000 -1.419300 -0.56 -0.42 -0.07 -1.376
P 2.251400 -0.417100 -0.334400 3.11 0.02 -1.06 0.747
H -1.626700 2.282300 -4.422600 -0.07 -0.04 0.03 0.518
H 2.628600 2.500300 -3.819100 0.05 -0.05 0.06 0.537
H 0.616700 3.048900 -5.184800 0.00 0.03 -0.05 0.489
H 3.545600 0.890900 -2.008800 0.00 0.08 -0.04 0.628
H 2.862900 1.936000 -0.768000 0.05 0.03 0.15 0.421
H -2.268300 -1.215400 -4.016800 0.21 -2.49 -1.18 0.321
H -3.028400 1.082600 -2.672400 -0.06 -0.13 -0.42 0.644
H -0.707400 -3.658300 -2.595100 1.59 -1.12 2.00 0.336
O -2.047100 -2.162500 -4.333000 -1.19 1.73 0.07 -0.613
H -2.718600 -2.432300 -5.026600 1.06 0.73 1.24 0.335
H -0.276900 -1.416500 0.466500 -0.44 -1.64 0.63 0.096
O -0.185900 -4.103600 -1.817800 -0.31 2.32 -1.35 -0.647
H 0.563400 -3.485500 -1.576900 -1.39 -1.06 -0.74 0.257
C 2.791700 -1.819100 -1.471000 -0.57 0.50 0.61 -1.401
H 3.827300 -1.681500 -1.782000 0.00 0.15 0.13 0.434
H 2.709800 -2.776700 -0.955600 -0.01 0.04 0.06 0.416
H 2.164600 -1.846000 -2.362800 -0.05 0.05 0.00 0.458
C 3.622800 -0.349400 0.951500 -0.89 0.00 -0.34 -0.968
H 3.607800 -1.252000 1.562500 -0.08 -0.03 -0.06 0.418
H 4.597100 -0.269400 0.469500 -0.11 -0.05 -0.22 0.501
H 3.480700 0.514000 1.602300 -0.09 0.01 -0.03 0.082
C -3.028600 1.892400 0.385800 -0.03 -0.03 -0.16 -0.978
H -3.998700 2.104700 -0.061800 -0.04 -0.07 -0.08 0.538
H -3.170600 1.724400 1.453000 0.04 -0.21 -0.01 0.099
H -2.392900 2.769000 0.264200 0.10 -0.07 -0.08 0.358
C -3.415500 -0.979700 -0.235200 0.01 0.35 -0.05 -1.231
H -3.624600 -1.179500 0.815400 0.06 0.09 0.07 0.351
H -4.359300 -0.764900 -0.735100 -0.05 0.07 -0.03 0.456
H -2.992200 -1.886200 -0.666900 0.16 0.09 -0.07 0.372
N -0.265900 1.067300 1.729900 0.85 -3.94 -2.55 -0.507
P 0.002900 0.391600 3.223000 0.16 2.89 3.17 0.808
C 1.617300 1.179300 3.707200 -0.15 -0.69 0.04 0.784
C 2.568700 0.431100 4.439800 -0.02 -0.19 0.09 -0.245
C 3.816900 0.961700 4.765500 -0.56 -0.08 -0.31 -0.748
C 4.145000 2.241600 4.338600 -0.15 -0.09 -0.04 -0.579
C 3.231400 2.983600 3.592500 -0.34 -0.26 -0.06 -0.868
C 1.972100 2.460200 3.276800 0.44 0.11 -0.01 -0.416
C -1.567500 1.209100 3.876500 -0.90 -2.25 1.10 0.387
C -2.614000 0.423100 4.444600 2.21 0.21 -1.28 -0.404
C -3.788600 1.004500 4.909700 -0.30 -0.54 0.02 -0.509
C -3.974500 2.374300 4.779200 0.55 2.51 -0.65 -0.574
C -2.980800 3.162300 4.191400 -1.79 -0.21 0.99 -0.573
C -1.779800 2.586700 3.750300 -0.18 0.44 -0.17 -0.129
C -0.103600 -0.804700 4.697100 0.36 -2.36 -0.23 -0.133
C -0.176400 -2.205400 4.599200 0.04 0.46 0.70 -0.095
C -0.217100 -2.990400 5.771500 0.01 0.60 0.06 -0.898
C -0.175500 -2.391500 7.034800 -0.05 -0.31 -0.37 -0.516
C -0.097700 -1.008000 7.149200 0.01 0.11 -0.76 -0.910
C -0.059600 -0.226200 5.994700 -0.02 0.30 -0.62 0.242
H 2.371700 -0.588900 4.770000 -0.15 0.31 -0.13 0.397
H 4.517200 0.363500 5.337700 -0.05 0.08 -0.07 0.471
H 5.118900 2.638900 4.585400 0.01 0.17 -0.04 0.455
H 3.505900 3.967800 3.245700 -0.05 0.12 0.01 0.464
H 1.285700 3.041600 2.677400 -0.01 0.09 -0.04 0.273
H -2.543500 -0.652500 4.546600 0.34 0.08 -0.05 0.538
H -4.557300 0.385600 5.360600 0.06 0.03 0.05 0.503
H -4.897200 2.821000 5.129200 0.07 0.10 -0.05 0.477
H -3.144700 4.222600 4.073500 0.02 0.10 0.04 0.511
H -1.032000 3.209900 3.286000 0.14 0.10 -0.06 0.399
H -0.201700 -2.689200 3.636200 0.00 -0.12 -0.15 0.539
H -0.277700 -4.068100 5.707700 0.01 0.01 -0.14 0.464
H -0.205200 -2.996100 7.939600 0.01 0.03 -0.27 0.442
H -0.061000 -0.534000 8.125100 0.01 0.00 -0.17 0.473
H 0.011700 0.849500 6.108200 0.03 0.02 -0.02 0.410
```
Positions in Å, forces in eV/Å.

Formula: C29H38N2OP2SiY
Source: OMol25
Level of theory: ωB97M-V with the def2-TZVPD basis set

Calculated values
LUMO level (alpha / beta): -3.52 / -3.52 eV
HOMO energy (alpha / beta): -8.295 / -8.843 eV
frontier orbital gap (alpha / beta): 4.77 / 5.32 eV
net charge: +1

Structure (XYZ):
```
74
Properties=species:S:1:pos:R:3:forces:R:3:mulliken_charge:R:1
C -2.443965 1.888453 -2.905222 -0.35 -1.01 0.40 -0.203
C -2.086656 0.571884 -2.671119 -0.34 0.39 -0.34 -0.002
C -0.769074 0.160155 -3.041482 1.55 -0.67 -0.08 0.032
C 0.268908 1.142067 -3.277230 -0.47 -0.46 0.25 1.041
C -0.118235 2.505698 -3.312195 -0.89 0.61 -0.16 -0.967
C -1.463523 2.851738 -3.187259 1.58 0.32 -0.56 -0.590
C 1.592061 0.684070 -3.348591 -0.13 -0.06 0.11 -0.923
C 1.909917 -0.639469 -3.007375 -0.63 -0.17 0.23 0.995
C 0.810290 -1.549119 -2.790166 -0.43 1.26 -0.31 -0.132
C 1.041680 -2.818646 -2.161767 0.50 -0.43 -0.07 -0.337
C 2.350718 -3.277123 -2.060480 -1.31 0.19 0.02 -0.271
C 3.430017 -2.410568 -2.330959 0.29 0.90 -0.48 -0.796
C 3.221701 -1.103951 -2.741907 0.57 -0.74 -0.01 -0.640
H -3.504115 2.172461 -2.837567 0.57 0.03 0.32 0.411
H 0.662525 3.260870 -3.449642 -0.42 -0.16 0.03 0.426
H -1.762885 3.891765 -3.282375 0.10 -0.14 0.02 0.426
H 2.388759 1.382908 -3.596275 -0.08 -0.06 0.11 0.433
H 2.522572 -4.317344 -1.765298 0.07 0.47 0.20 0.525
H 4.435231 -2.785647 -2.177114 -0.01 0.14 -0.06 0.416
H 4.054643 -0.412144 -2.888717 -0.16 -0.31 0.08 0.447
N -0.456094 -1.153628 -3.049749 -0.22 0.05 2.18 -0.516
Y 0.105469 -0.772935 1.922982 0.56 0.72 0.60 -0.306
C -2.974372 -0.400100 -1.923808 -0.18 0.11 -0.89 -1.313
H -2.680154 -1.418423 -2.210770 -0.30 0.16 0.09 0.271
H -4.026565 -0.217058 -2.182383 0.08 -0.14 0.04 0.713
C -0.131189 -3.521922 -1.508893 0.29 0.17 -0.64 -1.249
H -1.041219 -3.198013 -2.030065 0.14 -0.36 0.10 0.546
H 0.009817 -4.615123 -1.562592 -0.28 0.32 0.04 0.707
P -2.802522 -0.291248 -0.093159 -0.28 -0.16 -1.03 1.388
P -0.369606 -3.084508 0.290690 0.41 -0.70 -0.84 1.180
C 0.958833 -4.144232 0.976684 -0.04 -0.27 0.22 -1.367
H 1.032897 -4.052855 2.069457 0.02 -0.11 -0.20 0.418
H 0.709704 -5.181605 0.718202 0.27 0.11 0.18 0.500
H 1.925055 -3.879225 0.529235 -0.22 -0.01 0.14 0.372
C -1.859275 -4.098282 0.606641 -0.20 -0.13 0.31 -1.369
H -1.560212 -5.151876 0.683255 -0.20 0.19 -0.10 0.464
H -2.348009 -3.801660 1.542788 0.10 -0.11 -0.21 0.350
H -2.578755 -3.983663 -0.214581 0.22 -0.03 0.19 0.365
C -3.123841 1.425355 0.352550 0.03 0.10 0.20 -1.336
H -4.103151 1.752406 -0.019533 0.19 -0.11 0.09 0.493
H -3.094617 1.536935 1.443938 -0.01 0.01 -0.21 0.442
H -2.342309 2.066879 -0.076352 -0.12 -0.15 0.14 0.193
C -4.108374 -1.333963 0.572058 -0.64 -0.08 0.13 -1.204
H -3.961652 -1.512708 1.643692 -0.01 0.06 -0.24 0.279
H -5.077773 -0.839685 0.431533 0.05 -0.15 0.06 0.489
H -4.133637 -2.303909 0.054047 0.08 0.37 0.13 0.363
C -1.732207 -1.498522 3.186490 -0.77 -0.32 0.61 0.185
O -2.665985 -1.867867 3.769039 0.60 0.22 -0.33 -0.285
H -1.310403 -0.593769 0.558030 -0.06 0.76 -0.50 -0.045
C 3.664579 1.481637 0.720736 0.52 -0.44 -0.08 -0.882
Si 2.598920 0.949410 2.152753 -1.62 1.90 -0.24 0.051
C 2.680021 -0.935407 2.385643 0.38 -0.41 0.21 -1.245
C 3.189961 1.830294 3.680197 0.21 -0.37 0.23 -1.102
N 0.878874 1.286913 1.898194 0.86 -1.08 0.24 0.341
C 0.288973 2.561477 1.841923 -0.13 -0.22 -0.04 -0.103
C -0.757471 2.856061 2.746065 0.29 0.13 -0.48 -0.143
C -1.479001 4.037265 2.605341 -0.01 0.10 -0.06 -0.622
C -1.155644 4.942718 1.589320 -0.08 0.24 -0.05 -0.517
C -0.086146 4.679091 0.725696 0.03 -0.08 0.12 -0.669
C 0.645408 3.497250 0.850107 -0.43 -0.02 0.34 0.067
H 4.713062 1.461766 1.055800 -0.14 0.03 -0.24 0.402
H 3.443900 2.504290 0.390479 -0.01 -0.25 0.21 0.365
H 3.568881 0.807487 -0.141692 0.02 0.17 0.09 0.114
H 3.659698 -1.014501 2.877546 -0.15 -0.29 -0.15 0.445
H 1.986132 -1.440874 3.102718 0.66 0.21 -0.11 0.412
H 2.755436 -1.517182 1.450972 -0.05 0.03 0.17 0.311
H 3.261582 2.910492 3.506067 -0.05 -0.20 -0.02 0.311
H 2.508574 1.657754 4.522335 0.15 0.07 -0.12 0.315
H 4.186616 1.461885 3.958878 -0.12 0.19 0.07 0.426
H -0.976283 2.133285 3.539124 0.03 0.28 -0.24 0.392
H -2.301235 4.257241 3.292848 0.30 -0.04 -0.24 0.404
H -1.730039 5.872656 1.482124 0.30 -0.47 0.06 0.388
H 0.185702 5.395833 -0.055098 -0.15 -0.21 0.30 0.406
H 1.469053 3.260313 0.175219 -0.34 0.11 0.12 0.112
```
Positions in Å, forces in eV/Å.